Formula: C4H28NO9
Source: the OMol25 dataset
Level of theory: the ωB97M-V functional and the def2-TZVPD basis

Structure (XYZ):
```
42
Properties=species:S:1:pos:R:3:mulliken_charge:R:1
C 1.542 0.583 1.430 -1.4971
C 1.530 0.053 -0.034 -0.0864
C 0.435 0.797 -0.768 0.9652
C -0.788 -0.074 -1.153 -0.5680
O 0.963 1.201 -2.055 -0.5550
N 1.521 -1.430 -0.037 0.0753
H 1.659 1.663 1.386 0.4662
H 0.640 0.186 1.893 0.2067
H 2.349 0.099 1.989 0.3800
H 2.470 0.417 -0.445 0.1843
H 0.080 1.716 -0.308 0.1031
H -1.613 -0.087 -0.428 -0.0069
H -1.215 0.424 -2.022 0.5127
H -0.525 -1.096 -1.397 -0.4337
H 0.643 2.103 -2.226 0.3908
H 0.682 -1.914 0.469 0.2431
H 1.578 -1.872 -0.991 0.2223
H 2.447 -1.666 0.316 0.4532
H -0.826 -3.401 0.197 0.2888
H -0.537 -3.035 1.665 0.2938
O -0.632 -2.650 0.775 -0.5539
H -1.308 3.423 0.150 0.2618
H -1.701 2.846 1.426 0.4146
O -1.215 3.621 1.092 -0.6253
H 0.510 -3.414 -3.253 0.2704
H -0.806 -2.529 -2.943 0.2778
O 0.089 -2.760 -2.692 -0.5570
H 1.196 -1.546 3.242 0.2689
H 0.052 -2.010 3.938 0.3168
O 0.477 -2.176 3.081 -0.5991
H 2.252 -0.758 -3.152 0.2976
H 3.529 -0.800 -2.209 0.2873
O 2.656 -1.161 -2.379 -0.6174
H -1.908 -0.418 1.903 0.3188
H -2.401 0.133 3.275 0.3172
O -2.511 -0.566 2.629 -0.6417
H 0.337 4.238 -2.239 0.2772
H -1.146 3.827 -2.270 0.3063
O -0.302 3.628 -1.851 -0.6236
H -3.663 1.939 1.925 0.2653
H -3.455 0.825 0.861 0.3173
O -3.089 1.639 1.213 -0.6177
```

As for the energy above the lowest of the compared OMol25 structures with the same formula, charge and spin: 25.80 kcal/mol. As for the total charge: +1. The calculation puts the LUMO energy at -0.0936 hartree. The gap between HOMO and LUMO is 0.38420 hartree.